A molecular structure, C23H41LuN2OP3 at a distorted geometry, computed with ωB97M-V/def2-TZVPD.

Properties
* molecular weight: 629.48 g mol⁻¹
* energy relative to the best compared isomer or geometry (same formula, charge and spin): 0.0000 eV
* charge: +3
* HOMO-LUMO gap: 7.67 eV
* LUMO: -9.564 eV
* E: -3344.37933 Eh

Each line ends with the Löwdin charge.
Element x y z (Å)
Lu: -0.212 0.018 -1.049  1.281
P: 1.570 1.498 0.608  0.703
P: -1.285 2.424 -1.624  0.729
P: 2.111 -0.570 -2.420  0.704
H: -2.362 -4.379 0.128  0.054
C: -1.473 -4.774 -0.377  -0.069
C: -0.277 -4.813 0.238  -0.084
H: -0.154 -4.457 1.265  0.040
C: 0.767 2.149 2.120  -0.241
C: 2.539 2.951 0.068  -0.247
C: 2.870 0.461 1.382  -0.235
C: -2.849 2.299 -2.570  -0.254
C: -1.780 3.552 -0.262  -0.225
C: -0.303 3.549 -2.684  -0.216
C: 2.834 -2.192 -1.949  -0.244
C: 3.611 0.482 -2.458  -0.253
C: 1.843 -0.826 -4.211  -0.247
H: -1.604 -5.131 -1.405  0.055
H: 0.615 -5.201 -0.265  0.055
H: 0.668 1.350 2.864  0.040
H: -0.233 2.536 1.895  0.021
H: 1.388 2.958 2.529  0.077
H: 1.865 3.789 -0.150  0.043
H: 3.119 2.714 -0.832  0.031
H: 3.220 3.227 0.885  0.073
H: 2.438 -0.136 2.195  0.037
H: 3.651 1.119 1.787  0.077
H: 3.314 -0.222 0.645  0.025
H: -3.287 3.306 -2.630  0.083
H: -3.567 1.641 -2.061  0.064
H: -2.681 1.929 -3.591  0.062
H: -2.373 4.378 -0.681  0.080
H: -0.892 3.959 0.238  0.049
H: -2.387 3.013 0.478  0.047
H: -0.867 4.477 -2.859  0.084
H: -0.098 3.063 -3.648  0.063
H: 0.653 3.787 -2.198  0.040
H: 3.445 -2.577 -2.778  0.075
H: 2.029 -2.909 -1.728  0.035
H: 3.457 -2.082 -1.051  0.051
H: 4.316 0.075 -3.197  0.079
H: 4.095 0.516 -1.473  0.044
H: 3.337 1.503 -2.751  0.046
H: 2.773 -1.197 -4.664  0.075
H: 1.562 0.128 -4.679  0.058
H: 1.032 -1.547 -4.383  0.029
C: -2.074 -1.373 -3.448  -0.286
C: -3.145 -0.809 -4.129  -0.014
C: -3.434 -1.320 -5.401  -0.023
C: -2.678 -2.373 -5.924  -0.031
C: -1.672 -2.971 -5.165  -0.030
C: -1.389 -2.500 -3.878  -0.036
O: -1.540 -0.718 -2.325  -0.260
H: -1.803 0.351 -2.260  0.047
H: -3.722 0.009 -3.683  0.107
H: -4.252 -0.883 -5.973  0.131
H: -2.888 -2.730 -6.933  0.131
H: -1.103 -3.806 -5.566  0.129
H: -0.640 -2.971 -3.231  0.117
N: 1.427 -2.104 4.703  0.238
C: 0.591 -1.699 3.988  -0.138
C: -0.424 -1.164 3.104  -0.189
C: -1.538 -0.488 3.614  0.060
C: -2.446 0.086 2.731  0.014
C: -2.210 0.008 1.365  -0.096
N: -1.107 -0.627 0.874  -0.129
C: -0.259 -1.277 1.727  -0.090
H: -1.676 -0.425 4.693  0.158
H: -3.333 0.607 3.090  0.142
H: -2.896 0.433 0.623  0.123
H: 0.537 -1.881 1.278  0.131



A molecular structure, C9H14AlClI2NOPS at a distorted geometry, computed with ωB97M-V/def2-TZVPD.

Properties
* molecular weight: 531.50 g mol⁻¹
* energy relative to the best compared isomer or geometry (same formula, charge and spin): 0.0000 eV
* charge: +2
* HOMO-LUMO gap: 7.10 eV
* LUMO: -8.563 eV
* E: -2518.46777 Eh

Each line ends with the Löwdin charge.
Element x y z (Å)
I: 1.684 -4.162 -1.781  0.346
I: -0.820 -3.156 -0.888  0.527
Al: 0.377 -0.210 -0.316  -0.534
P: -0.051 0.292 -2.560  0.738
C: -1.708 0.472 -3.279  -0.187
C: 0.778 1.837 -2.888  -0.215
H: 1.765 -1.143 -3.126  0.040
H: 0.815 -0.672 -4.575  0.080
H: 0.216 -1.894 -3.442  -0.017
C: 0.770 -0.962 -3.529  -0.275
H: 1.772 1.814 -2.449  0.068
H: 0.852 1.977 -3.963  0.078
H: -1.587 0.736 -4.335  0.082
H: -2.254 1.262 -2.755  0.071
H: 0.231 2.666 -2.447  0.070
H: -2.258 -0.469 -3.189  0.062
C: -1.697 -0.632 -0.005  -0.301
O: -2.828 -0.841 0.117  0.144
Cl: 2.273 -0.912 0.368  0.309
S: -0.129 1.613 0.986  0.783
C: 0.059 0.899 2.548  -0.639
N: -1.049 0.369 3.177  0.083
C: -0.981 -0.257 4.406  0.013
C: 0.250 -0.323 5.038  -0.001
C: 1.388 0.259 4.469  0.027
C: 1.271 0.900 3.246  -0.059
H: -1.957 0.440 2.701  0.160
H: -1.937 -0.640 4.786  0.155
H: 0.290 -0.800 6.007  0.130
H: 2.356 0.204 4.959  0.142
H: 2.108 1.333 2.717  0.120



A molecular structure, C5H17Br3O4 at a distorted geometry, computed with ωB97M-V/def2-TZVPD.

Properties
* molecular weight: 380.90 g mol⁻¹
* energy relative to the best compared isomer or geometry (same formula, charge and spin): 0.4603 eV
* HOMO-LUMO gap: 9.16 eV
* LUMO: -0.322 eV
* E: -8223.59673 Eh

Each line ends with the Löwdin charge.
Element x y z (Å)
C: -2.611 -1.239 -3.762  -1.544
Br: -4.218 -2.229 -4.289  0.546
Br: -3.010 -0.106 -2.204  0.531
Br: -1.880 -0.130 -5.220  0.528
H: -1.888 -2.002 -3.476  -0.022
C: -0.223 -3.000 1.259  -0.182
O: -0.242 -2.698 -0.104  -0.143
H: 0.762 -3.092 1.715  0.072
H: -0.812 -2.157 1.620  0.073
H: -0.743 -3.924 1.515  0.074
H: 0.024 -1.794 -0.286  0.003
C: 0.821 0.336 -1.965  -0.137
O: 0.595 -0.270 -0.699  -0.143
H: 0.471 -0.483 -2.593  0.074
H: 0.308 1.255 -2.249  0.073
H: 1.861 0.576 -2.185  0.082
H: 0.507 0.432 -0.049  0.041
C: 1.627 0.168 3.577  -0.162
O: 2.143 1.273 2.882  -0.126
H: 1.019 -0.407 2.879  0.065
H: 2.408 -0.508 3.928  0.079
H: 1.111 0.548 4.458  0.078
H: 1.411 1.647 2.387  0.027
C: 0.282 3.201 0.375  -0.146
O: 0.041 1.923 0.882  -0.121
H: 1.143 3.246 -0.291  0.090
H: -0.433 3.507 -0.389  0.085
H: 0.395 4.007 1.100  0.091
H: -0.870 1.920 1.184  0.115



A molecular structure, C37H50N5O2PSi2Sr at a distorted geometry, computed with ωB97M-V/def2-TZVPD.

Properties
* molecular weight: 771.61 g mol⁻¹
* energy relative to the best compared isomer or geometry (same formula, charge and spin): 0.0000 eV
* HOMO-LUMO gap: 5.47 eV
* LUMO: -0.022 eV
* E: -2815.34831 Eh

Each line ends with the Löwdin charge.
Element x y z (Å)
Sr: 0.509 0.375 0.220  1.310
O: 0.542 0.247 4.647  -0.060
N: -0.269 0.738 3.638  0.017
C: -1.173 -0.031 3.178  -0.167
C: -1.559 -1.413 3.636  -0.225
C: -1.782 -1.641 4.994  -0.038
C: -2.189 -2.893 5.436  -0.058
C: -2.381 -3.920 4.523  -0.061
C: -2.178 -3.688 3.172  -0.059
C: -1.774 -2.437 2.717  -0.312
P: -1.506 -2.118 0.914  1.083
C: -0.515 -3.565 0.434  -0.367
C: -0.865 -4.659 -0.348  -0.083
C: 0.077 -5.642 -0.640  -0.073
C: 1.370 -5.543 -0.153  -0.072
C: 1.730 -4.456 0.634  -0.060
C: 0.795 -3.477 0.918  -0.104
C: -3.227 -2.211 0.289  -0.362
C: -3.618 -2.821 -0.899  -0.099
C: -4.933 -2.734 -1.348  -0.072
C: -5.874 -2.027 -0.621  -0.082
C: -5.494 -1.394 0.557  -0.076
C: -4.184 -1.482 1.001  -0.097
H: 0.399 -0.715 4.714  0.085
H: -1.728 0.416 2.356  0.089
H: -1.664 -0.829 5.701  0.124
H: -2.357 -3.062 6.492  0.109
H: -2.695 -4.900 4.859  0.109
H: -2.330 -4.490 2.457  0.116
H: -1.866 -4.786 -0.726  0.084
H: -0.212 -6.486 -1.252  0.106
H: 2.101 -6.306 -0.390  0.107
H: 2.740 -4.355 1.010  0.102
H: 1.106 -2.626 1.517  0.082
H: -2.901 -3.324 -1.531  0.090
H: -5.207 -3.213 -2.279  0.107
H: -6.896 -1.960 -0.972  0.104
H: -6.217 -0.831 1.133  0.105
H: -3.925 -0.989 1.930  0.099
C: -2.054 0.579 -2.098  -0.168
Si: -0.506 0.455 -3.160  0.268
C: -0.485 2.023 -4.163  -0.172
C: -0.786 -0.966 -4.319  -0.177
N: 0.789 0.291 -2.091  -0.286
C: 2.167 0.224 -2.458  -0.336
C: 2.595 0.238 -3.789  -0.080
C: 3.938 0.209 -4.176  -0.132
C: 4.909 0.168 -3.197  -0.132
C: 4.516 0.150 -1.856  -0.076
C: 3.183 0.169 -1.434  -0.327
N: 2.808 0.144 -0.063  -0.289
Si: 3.851 0.058 1.259  0.264
C: 4.914 -1.462 1.347  -0.170
C: 4.960 1.529 1.490  -0.176
C: 2.723 -0.008 2.759  -0.196
H: -2.913 0.876 -2.711  0.039
H: -1.959 1.332 -1.303  0.007
H: -2.320 -0.377 -1.631  0.001
H: -1.315 2.052 -4.879  0.030
H: 0.449 2.158 -4.716  0.025
H: -0.596 2.878 -3.481  0.011
H: -1.737 -0.852 -4.853  0.029
H: -0.821 -1.895 -3.739  0.024
H: 0.009 -1.070 -5.061  0.023
H: 1.845 0.266 -4.575  0.071
H: 4.202 0.216 -5.226  0.087
H: 5.960 0.146 -3.455  0.087
H: 5.295 0.114 -1.100  0.072
H: 5.625 -1.528 0.520  0.025
H: 4.278 -2.355 1.306  0.011
H: 5.481 -1.486 2.285  0.031
H: 5.618 1.682 0.630  0.023
H: 5.588 1.415 2.381  0.029
H: 4.356 2.435 1.614  0.024
H: 2.106 -0.920 2.760  0.012
H: 2.049 0.854 2.837  0.012
H: 3.292 -0.023 3.695  0.045
C: -2.750 3.655 0.868  -0.025
N: -1.614 4.284 0.222  -0.071
C: -1.847 5.607 -0.348  -0.154
C: -0.538 6.317 -0.591  -0.153
C: 0.384 5.401 -1.358  -0.147
N: 0.571 4.162 -0.610  -0.056
C: 1.798 3.393 -0.862  0.001
C: -0.450 3.609 0.074  -0.463
O: -0.329 2.463 0.577  -0.229
H: -3.066 4.248 1.728  0.094
H: -2.483 2.662 1.206  0.071
H: -3.588 3.579 0.170  0.097
H: -2.474 6.163 0.350  0.123
H: -2.412 5.511 -1.282  0.130
H: -0.073 6.579 0.363  0.127
H: -0.712 7.238 -1.147  0.121
H: 1.367 5.848 -1.501  0.123
H: -0.020 5.186 -2.354  0.127
H: 2.598 4.104 -1.058  0.098
H: 1.689 2.723 -1.717  0.084
H: 2.084 2.799 0.004  0.069